Below is C9H16N2O5 in the gas phase, with properties calculated with the ωB97M-V functional and the def2-TZVPD basis.

Last column: natural (NBO) charge in e.
Element x y z (Å)
C: 0.962 1.582 1.274  -0.654
C: 1.087 1.183 -0.369  -0.212
C: 1.678 2.371 -1.168  -0.620
C: 1.725 -0.194 -0.761  -0.119
N: 0.845 -1.240 -0.487  -0.670
C: -0.337 -1.169 0.408  0.736
O: -0.138 -1.272 1.643  -0.555
C: -1.624 -1.076 -0.438  -0.184
N: -1.770 -2.502 -0.744  -0.866
C: -2.629 -0.540 0.500  -0.547
C: -3.272 0.843 0.129  0.802
O: -2.994 1.860 0.766  -0.573
O: -4.162 0.708 -0.896  -0.690
C: 3.234 -0.283 -0.103  0.782
O: 4.172 -0.451 -0.855  -0.614
O: 3.486 -0.273 1.215  -0.662
H: 1.922 1.574 1.890  0.235
H: 0.165 2.306 1.349  0.222
H: 0.409 0.725 1.682  0.228
H: 0.076 1.241 -0.592  0.185
H: 1.033 3.317 -1.015  0.222
H: 1.808 1.987 -2.223  0.197
H: 2.641 2.759 -0.919  0.213
H: 1.909 -0.005 -1.847  0.234
H: 0.082 -1.465 -1.278  0.394
H: -1.405 -0.520 -1.315  0.222
H: -1.564 -3.249 -0.106  0.397
H: -2.561 -2.769 -1.308  0.379
H: -3.343 -1.363 0.708  0.249
H: -2.205 -0.266 1.497  0.273
H: -4.790 1.408 -0.859  0.497
H: 4.446 -0.362 1.148  0.498

## Properties
**Maximum force**: 6.80 eV/A
**LUMO**: 0.32 eV
**Gap between HOMO and LUMO**: 9.62 eV
**SMILES**: CC(C)[C@H](NC(=O)[C@@H](N)CC(=O)O)C(=O)O

Below is C9H16N2O6 in the gas phase, with properties calculated with the ωB97M-V functional and the def2-TZVPD basis.

Last column: natural (NBO) charge in e.
Element x y z (Å)
C: -3.766 -1.345 -0.203  -0.655
C: -3.030 -0.084 -0.301  0.101
O: -3.908 0.989 -0.012  -0.755
C: -1.851 0.046 0.707  -0.158
N: -1.497 1.458 0.866  -0.855
C: -0.636 -0.838 0.256  0.696
O: -0.678 -1.949 -0.153  -0.634
N: 0.574 -0.160 0.224  -0.661
C: 1.624 -0.799 -0.498  -0.142
C: 2.667 0.102 -1.252  -0.369
C: 3.238 1.288 -0.476  -0.530
C: 2.281 2.030 0.352  0.789
O: 2.095 1.886 1.522  -0.581
O: 1.476 2.704 -0.452  -0.679
C: 2.304 -1.763 0.568  0.784
O: 2.006 -1.732 1.750  -0.580
O: 3.179 -2.618 -0.011  -0.690
H: -2.971 -2.075 -0.401  0.263
H: -4.186 -1.504 0.803  0.206
H: -4.469 -1.340 -1.000  0.211
H: -2.673 -0.040 -1.391  0.171
H: -4.869 0.656 0.089  0.490
H: -2.210 -0.409 1.673  0.206
H: -1.647 1.801 1.816  0.378
H: -2.213 1.815 0.274  0.389
H: 0.498 0.779 0.633  0.449
H: 1.256 -1.449 -1.284  0.246
H: 2.097 0.499 -2.061  0.212
H: 3.404 -0.540 -1.677  0.233
H: 3.735 1.842 -1.268  0.239
H: 4.053 0.973 0.183  0.229
H: 0.739 3.056 0.080  0.502
H: 3.377 -3.278 0.643  0.495

## Properties
**Maximum force**: 3.82 eV/A
**LUMO**: 0.67 eV
**Gap between HOMO and LUMO**: 9.99 eV
**SMILES**: C[C@@H](O)[C@H](N)C(=O)N[C@@H](CCC(=O)O)C(=O)O

Below is a 2-piece molecular cluster, C9H16N2OP overall, with properties calculated with the ωB97M-V functional and the def2-TZVPD basis.

Last column: natural (NBO) charge in e.
Element x y z (Å)
C: 4.489 0.045 0.321  -0.575
C: 1.045 0.405 -0.401  0.688
C: -2.572 0.072 1.306  -0.420
C: -2.991 -1.110 0.434  -0.376
C: -2.032 0.744 -0.911  -0.395
C: -0.240 -0.186 0.299  -0.157
C: -1.415 0.753 0.548  -0.228
C: -2.187 -0.782 -0.909  -0.025
C: 3.004 1.703 -0.336  -0.179
N: 1.757 1.381 0.203  -0.614
N: -0.822 -1.262 -0.601  -0.542
O: 1.341 -0.131 -1.456  -0.627
P: 3.484 -1.234 0.575  0.354
H: 5.412 0.198 -0.128  0.194
H: -3.501 0.588 1.279  0.244
H: -2.253 -0.297 2.239  0.230
H: -2.607 -2.002 0.707  0.193
H: -3.980 -1.132 0.134  0.233
H: -2.870 1.275 -0.936  0.232
H: -1.242 0.941 -1.716  0.225
H: 0.291 -0.439 1.258  0.266
H: -1.014 1.759 0.795  0.251
H: -2.502 -1.169 -1.761  0.221
H: 3.014 1.345 -1.407  0.248
H: 3.418 2.680 -0.120  0.231
H: 1.365 1.563 1.116  0.417
H: -0.019 -1.248 -1.308  0.480
H: -0.760 -2.195 -0.210  0.439
H: 4.386 -2.265 0.984  -0.009

## Properties
**Maximum force**: 6.44 eV/A
**LUMO**: -2.84 eV
**Gap between HOMO and LUMO**: 8.79 eV
**Net charge**: +1

Below is C9H16N2OS in the gas phase, with properties calculated with the ωB97M-V functional and the def2-TZVPD basis.

Last column: natural (NBO) charge in e.
Element x y z (Å)
C: -0.536 -2.325 -2.498  -0.406
N: -0.152 -2.737 -1.168  -0.615
C: -0.186 -1.833 -0.146  0.321
N: -0.406 -0.593 -0.367  -0.570
C: -0.370 0.409 0.684  0.399
C: 1.071 0.905 0.862  -0.443
C: 1.629 1.471 -0.461  -0.395
C: 0.524 2.125 -1.304  -0.439
C: -0.626 2.560 -0.402  -0.055
O: -1.217 1.473 0.297  -0.537
C: -0.987 -0.110 1.975  -0.427
C: -0.223 -1.284 2.605  -0.516
S: 0.141 -2.620 1.430  0.176
H: 0.140 -1.528 -2.831  0.211
H: -0.435 -3.182 -3.165  0.201
H: -1.540 -1.936 -2.531  0.195
H: -0.416 -3.696 -0.888  0.391
H: 1.057 1.687 1.638  0.207
H: 1.722 0.087 1.177  0.220
H: 2.435 2.193 -0.238  0.203
H: 2.141 0.676 -1.026  0.211
H: 0.152 1.391 -2.018  0.220
H: 0.892 2.943 -1.869  0.210
H: -0.271 3.291 0.306  0.153
H: -1.436 3.022 -0.956  0.192
H: -1.037 0.703 2.700  0.225
H: -2.014 -0.417 1.779  0.224
H: 0.725 -0.923 3.003  0.212
H: -0.776 -1.752 3.409  0.231

## Properties
**Maximum force**: 1.47 eV/A
**LUMO**: 0.75 eV
**Gap between HOMO and LUMO**: 9.44 eV
**SMILES**: CNC1=N[C@]2(CCCCO2)CCS1

Below is C9H16N2S2 in the gas phase, with properties calculated with the ωB97M-V functional and the def2-TZVPD basis.

Last column: natural (NBO) charge in e.
Element x y z (Å)
C: 1.355 3.454 1.849  -0.126
C: 0.876 3.131 0.634  -0.089
C: 2.541 1.826 1.090  0.161
C: -1.645 -1.301 -3.069  -0.612
C: 0.934 -1.468 2.029  -0.612
C: -1.764 -1.795 -1.624  -0.428
C: -0.326 -1.541 1.173  -0.441
C: -1.685 -0.566 -0.729  -0.411
C: -0.412 -0.456 0.192  -0.311
N: 2.466 2.595 2.120  -0.442
N: 1.591 2.110 0.172  -0.558
S: 0.999 -0.578 -0.996  0.194
S: 1.521 1.699 -1.413  0.200
H: 1.347 4.411 2.355  0.219
H: 0.058 3.596 -0.004  0.233
H: 3.246 0.943 1.055  0.214
H: -0.732 -0.656 -3.250  0.212
H: -1.678 -2.213 -3.839  0.214
H: -2.528 -0.662 -3.307  0.209
H: 1.056 -0.391 2.444  0.218
H: 1.780 -1.552 1.328  0.208
H: 0.822 -2.331 2.832  0.227
H: -2.839 -2.281 -1.578  0.217
H: -0.963 -2.472 -1.239  0.217
H: -0.501 -2.560 0.746  0.213
H: -1.154 -1.431 1.856  0.211
H: -1.681 0.294 -1.374  0.210
H: -2.415 -0.317 -0.048  0.220
H: -0.269 0.510 0.594  0.228

## Properties
**Maximum force**: 3.99 eV/A
**LUMO (alpha / beta)**: 0.70 / -2.61 eV
**Gap between HOMO and LUMO (alpha / beta)**: 7.43 / 6.25 eV
**Spin multiplicity**: 3

Below is a 2-piece molecular cluster, C9H16N3 overall, with properties calculated with the ωB97M-V functional and the def2-TZVPD basis.

Last column: natural (NBO) charge in e.
Element x y z (Å)
C: -0.846 3.427 0.489  -0.461
C: -1.986 1.149 -0.362  0.696
N: -1.775 2.575 -0.337  -0.585
N: -3.048 0.758 -1.125  -0.793
N: -1.338 0.505 0.694  -0.722
H: -1.673 3.109 -1.214  0.424
H: -3.861 1.454 -1.117  0.441
H: -3.630 -0.193 -1.122  0.458
H: -0.342 0.589 0.824  0.432
H: -1.602 -0.316 0.971  0.395
H: -1.480 4.410 0.514  0.239
H: 0.105 3.785 0.103  0.230
H: -0.455 3.143 1.481  0.241
C: 1.533 -1.665 2.376  -0.637
C: 1.187 -0.917 -1.610  -0.244
C: 0.621 -2.115 -1.262  -0.214
C: 2.175 -0.248 -0.885  -0.220
C: 0.784 -2.484 0.068  -0.219
C: 2.432 -0.725 0.397  -0.197
C: 1.524 -1.676 0.920  -0.065
H: 0.906 -0.549 -2.644  0.215
H: -0.035 -2.697 -1.947  0.233
H: 2.663 0.588 -1.259  0.222
H: 0.227 -3.342 0.497  0.224
H: 3.086 -0.155 1.115  0.222
H: 2.525 -1.678 2.872  0.246
H: 1.149 -2.789 2.799  0.226
H: 0.997 -0.701 2.714  0.211

## Properties
**Maximum force**: 7.22 eV/A
**LUMO**: -3.87 eV
**Gap between HOMO and LUMO**: 8.01 eV
**Net charge**: +1